[1]
Below is a 2-piece molecular cluster, C24H32N overall at a distorted geometry, with properties calculated with ωB97M-V/def2-TZVPD.

Cartesian coordinates (Å):
N (-2.7614, -0.4571, -1.5084)
C (1.2612, 0.1048, 2.0139)
C (-1.2610, -0.3778, 2.1051)
C (1.1067, 3.7501, -1.8811)
C (-5.1212, -1.1368, -1.1118)
C (3.0817, -1.5329, 2.0509)
C (0.5174, 1.3951, -1.5940)
C (3.6168, 0.8081, 2.0378)
C (0.1413, 2.7533, -1.7514)
C (-2.4792, -1.6776, -2.2573)
C (-0.4522, 0.3296, -1.4781)
C (0.7926, -2.4378, 2.0211)
C (-0.0770, 0.4752, 1.9417)
C (4.0476, -0.5212, 2.0449)
C (-1.8147, 0.5154, -1.4122)
C (-4.9119, -2.3309, -2.0332)
C (2.8612, 2.0920, -1.6693)
C (1.7209, -1.2685, 2.0301)
C (2.4693, 3.4280, -1.8467)
C (1.8750, 2.5855, 2.0525)
C (5.5117, -0.8312, 2.0571)
C (-3.4659, -2.8042, -1.9403)
C (2.2734, 1.1415, 2.0340)
C (1.9024, 1.0947, -1.5419)
C (-4.1525, -0.0121, -1.4529)
H (-2.5344, -1.4681, -3.3448)
H (-2.2049, 1.5133, -1.1886)
H (-5.5916, -3.1445, -1.7651)
H (-5.1318, -2.0374, -3.0665)
H (3.2221, 4.2093, -1.9655)
H (1.3776, -3.3663, 2.0149)
H (-2.1560, 0.2557, 2.1208)
H (1.3333, 2.8647, 1.1373)
H (-4.4415, 0.4166, -2.4297)
H (-4.9679, -1.4452, -0.0701)
H (2.2017, 0.0510, -1.4038)
H (-6.1435, -0.7595, -1.1907)
H (-1.3745, -1.0607, 1.2531)
H (-3.2815, -3.6304, -2.6334)
H (4.3614, 1.6105, 2.0446)
H (-1.4589, -2.0163, -2.0407)
H (3.4189, -2.5736, 2.0743)
H (0.1565, -2.4572, 1.1271)
H (-3.2683, -3.1801, -0.9272)
H (2.7715, 3.2175, 2.1173)
H (-0.0487, -0.6846, -1.5385)
H (-0.2975, 1.5405, 1.8847)
H (1.2352, 2.8137, 2.9183)
H (-0.9203, 3.0006, -1.7956)
H (-4.2298, 0.7879, -0.7043)
H (-1.2580, -0.9712, 3.0326)
H (0.1516, -2.4673, 2.9108)
H (0.7941, 4.7863, -2.0226)
H (5.6726, -1.9136, 2.0618)
H (5.9986, -0.4022, 2.9442)
H (6.0106, -0.4064, 1.1748)
H (3.9212, 1.8318, -1.6400)

Atoms 1-6, force components in eV/Å:
N -0.14 -0.02 0.46
C -0.02 0.02 -0.25
C -1.01 0.14 -0.20
C 0.05 -0.18 0.09
C 0.10 -0.01 0.13
C -0.33 -0.34 -0.02

Its HOMO-LUMO gap is 4.5 eV. For the HOMO energy, the calculation gives -9.7 eV. The total charge is +1. The calculation puts the energy above the lowest of the compared OMol25 structures with the same formula, charge and spin at 0.0 kJ/mol.

***

[2]
Below is a 2-piece molecular cluster, C6H15NO overall, with properties calculated with ωB97M-V/def2-TZVPD.

Cartesian coordinates (Å):
O (0.9202, 2.8777, -1.0028)
N (0.2868, 1.8165, 2.4346)
C (0.7718, 1.7252, 1.0611)
C (-0.9218, -3.0546, 0.0214)
C (0.1599, 2.8059, 0.1974)
C (-0.1855, -2.0334, -0.7971)
C (1.0997, -2.1769, -1.0947)
C (-0.9652, -0.8430, -1.2715)
H (-0.3468, -0.0953, -1.7594)
H (1.6370, -1.4220, -1.6565)
H (0.8970, 1.3118, 3.0636)
H (1.6580, -3.0481, -0.7838)
H (0.3823, 3.2617, -1.7005)
H (0.5867, 0.7550, 0.5880)
H (-1.4682, -0.3559, -0.4336)
H (-0.2789, -3.9153, 0.1937)
H (-1.8601, -3.3675, -0.4275)
H (0.1872, 3.7564, 0.7391)
H (-1.1356, -2.6459, 1.0110)
H (-0.6277, 1.3851, 2.5125)
H (1.8542, 1.8651, 1.0495)
H (-0.8908, 2.5857, -0.0115)
H (-1.7602, -1.1881, -1.9330)

Atoms 1-6, force components in eV/Å:
O -0.08 -0.11 -0.15
N -0.14 -0.08 0.01
C 0.14 -0.14 -0.11
C 0.44 0.13 0.27
C 0.02 0.24 0.09
C 0.15 0.08 -0.17

Its structure (SMILES) is C=C(C)C.NCCO. Its HOMO-LUMO gap is 10.1 eV. For the HOMO energy, the calculation gives -9.3 eV. The total charge is 0. The calculation puts the energy above the lowest of the compared OMol25 structures with the same formula, charge and spin at 175.6 kJ/mol.

***

[3]
Below is C6H11N2O2PS as an isolated structure at a distorted geometry, with properties calculated with ωB97M-V/def2-TZVPD.

Cartesian coordinates (Å):
S (3.2814, 2.2762, -1.0681)
P (2.5215, 0.4856, -0.8458)
O (0.4506, 0.7678, 0.0042)
O (-3.0209, -0.4070, 1.5562)
N (-3.0692, -0.7753, -0.7439)
N (-0.2971, 2.5521, 1.3254)
C (2.7574, 1.0453, 2.0143)
C (-0.1196, 1.6091, 0.6181)
C (-0.9318, 3.6674, 1.8572)
C (2.8965, 0.0053, 0.9469)
C (-3.1476, -0.5337, 0.4029)
C (-3.6436, -0.7345, -1.9806)
H (2.3236, 0.7058, 3.0192)
H (-3.6230, 0.3042, -2.4407)
H (-0.2402, 4.0808, 2.6688)
H (-1.1431, 4.4027, 0.9852)
H (2.1372, -0.7363, 0.9743)
H (-4.7003, -1.0009, -1.7939)
H (3.7366, 1.3308, 2.2648)
H (-1.9557, 3.4043, 2.2878)
H (3.9506, -0.4247, 0.9424)
H (2.1557, 1.8946, 1.6687)
H (-3.1327, -1.4389, -2.6766)

Atoms 1-6, force components in eV/Å:
S -0.43 -0.58 -0.08
P 1.65 1.00 0.35
O -1.74 -0.61 -0.11
O -0.30 0.44 0.94
N 1.43 0.06 0.89
N -0.01 -2.42 -1.33

Its HOMO-LUMO gap is 7.7 eV. For the HOMO energy, the calculation gives -7.8 eV. The total charge is 0. The calculation puts the energy above the lowest of the compared OMol25 structures with the same formula, charge and spin at 8.0 kJ/mol.

***

[4]
Below is C26H70N6O7 as an isolated structure at a distorted geometry, with properties calculated with ωB97M-V/def2-TZVPD.

Cartesian coordinates (Å):
O (1.5792, 1.7976, 4.3016)
O (-1.6694, 0.7121, 1.3089)
O (-1.1644, 3.3229, -0.8956)
O (-0.8941, -6.0861, -5.2148)
O (2.2877, -2.9552, 0.1429)
O (3.1141, -1.1102, -3.5570)
O (-3.0405, -1.5917, -1.3850)
N (3.9660, 2.8426, 7.0939)
N (2.7082, -1.3173, 2.8469)
N (-2.7077, -3.5257, -3.6516)
N (1.4580, 1.0297, -0.7699)
N (1.1017, 0.1490, 0.8115)
N (-4.6160, 4.8452, -0.5848)
C (2.9360, -0.4627, -2.2606)
C (4.4161, -1.5966, -3.9534)
C (-3.8338, -3.5020, -2.6753)
C (1.3063, 1.5077, -3.0887)
C (1.6185, 2.5558, 7.3176)
C (1.9015, -3.0473, -1.2220)
C (1.9064, 2.3178, 1.2680)
C (0.3208, -1.7782, 3.2022)
C (-1.4006, -4.8045, -5.0373)
C (-3.2113, 4.6708, -0.1759)
C (-4.0630, -1.9943, -2.3016)
C (-3.2180, -0.3886, -0.6869)
C (-2.1409, -4.8117, -3.7182)
C (2.8668, 2.0906, 6.4774)
C (-2.5348, 3.6820, -1.1701)
C (2.5626, 2.5132, 5.0066)
C (1.6055, 0.3322, -2.0898)
C (1.3337, -2.2241, 0.8673)
C (-0.6879, 1.7135, 0.9852)
C (-0.5300, -6.4439, -6.5381)
C (-3.1250, 4.1724, 1.2883)
C (-0.5954, 2.4642, -1.7534)
C (1.7430, 0.3414, 4.1707)
C (0.7237, 1.3035, 1.5065)
C (1.5739, -2.1783, 2.3973)
C (-2.8086, 1.0053, 0.5306)
H (-3.6575, 0.4277, 0.8964)
H (-1.2272, 1.6126, -2.0057)
H (0.7411, 2.0362, 6.9324)
H (1.7279, 2.3580, 8.3839)
H (-3.6033, 3.2143, 1.4919)
H (0.3805, -2.7227, 0.6914)
H (-2.7517, 5.6458, -0.0138)
H (-5.0974, 5.7141, -0.7676)
H (0.7576, -0.3416, -2.2128)
H (-2.5476, -0.1420, 0.1364)
H (0.9447, -0.0802, 3.5599)
H (-3.0817, 2.0578, 0.6069)
H (-0.5754, -2.3984, 3.1841)
H (3.6769, 3.8097, 7.0587)
H (1.3912, -1.2007, 0.4965)
H (1.6740, -2.0750, -1.6591)
H (-2.7273, 3.9229, -2.2156)
H (-0.5988, 3.0735, -2.6572)
H (-0.3120, -7.5081, -6.6281)
H (-0.6258, 1.7639, -0.1018)
H (1.6758, -0.2663, 5.0730)
H (-2.0497, -2.8054, -3.3903)
H (-4.2379, -0.4919, -0.3164)
H (1.8518, 2.7211, 0.2568)
H (-3.6288, 4.8420, 1.9854)
H (-4.7214, -3.8264, -3.2186)
H (-0.5815, -4.0927, -5.1402)
H (1.1669, -3.7697, -1.5779)
H (1.9437, 2.3895, -3.0228)
H (2.0380, 1.8514, -0.6769)
H (-5.2299, 4.3109, 0.0132)
H (1.4129, 0.1762, -0.1490)
H (0.3701, -0.5285, 0.9721)
H (3.5587, -1.5511, 2.3550)
H (-1.2561, -6.3874, -7.3491)
H (-4.0207, -1.3921, -3.2092)
H (0.2835, 1.7565, -2.8055)
H (1.2754, 1.1085, -4.1025)
H (-2.5941, 0.7485, -0.5068)
H (0.4124, -5.9661, -6.8057)
H (-2.9693, 2.6832, -1.1279)
H (2.1989, 3.5316, 4.8706)
H (1.9226, -3.1165, 2.8288)
H (-3.3320, 0.4751, -1.3419)
H (-5.0323, -1.8555, -1.8228)
H (-1.4755, -4.9831, -2.8720)
H (1.3034, 3.5943, 7.2166)
H (5.1739, -1.0405, -3.4014)
H (-2.8692, -5.6161, -3.8210)
H (2.7719, -3.3572, -1.8003)
H (1.7460, 3.2448, 1.8185)
H (-0.0924, -0.8709, 2.7617)
H (2.5570, -0.3284, 2.7075)
H (0.3954, 2.3763, -1.3076)
H (-3.7126, -4.1966, -1.8441)
H (4.6596, -1.3858, -4.9947)
H (2.9771, 1.0062, 6.4756)
H (2.9045, 1.9100, 1.4280)
H (-2.0107, -4.6811, -5.9321)
H (2.6879, 0.0429, 3.7166)
H (3.7355, 0.2370, -2.0168)
H (4.5909, -2.6693, -3.8712)
H (0.7355, 1.0158, 2.5578)
H (-2.1176, 4.2362, 1.6996)
H (-1.0845, 2.6098, 1.4622)
H (0.4460, -1.4302, 4.2276)
H (3.9648, 2.6996, 8.0937)
H (0.4741, 1.2561, -0.7956)
H (2.9968, -1.4163, -1.7361)
H (3.5087, 2.4830, 4.4660)

Atoms 1-6, force components in eV/Å:
O -0.68 -1.74 0.87
O 0.69 -0.21 0.48
O -2.92 4.23 2.25
O 0.67 -2.29 -0.66
O 0.63 -1.51 -0.93
O -0.41 0.78 -1.53

Its HOMO-LUMO gap is 7.0 eV. For the HOMO energy, the calculation gives -6.4 eV. The total charge is 0. The calculation puts the energy above the lowest of the compared OMol25 structures with the same formula, charge and spin at 2382.4 kJ/mol.

***

Which of these has the highest total charge? C24H32N

***

The lowest HOMO energy belongs to which entry? C24H32N

***

Repeat the second record exactly.
Below is a 2-piece molecular cluster, C6H15NO overall, with properties calculated with ωB97M-V/def2-TZVPD.

Cartesian coordinates (Å):
O (0.9202, 2.8777, -1.0028)
N (0.2868, 1.8165, 2.4346)
C (0.7718, 1.7252, 1.0611)
C (-0.9218, -3.0546, 0.0214)
C (0.1599, 2.8059, 0.1974)
C (-0.1855, -2.0334, -0.7971)
C (1.0997, -2.1769, -1.0947)
C (-0.9652, -0.8430, -1.2715)
H (-0.3468, -0.0953, -1.7594)
H (1.6370, -1.4220, -1.6565)
H (0.8970, 1.3118, 3.0636)
H (1.6580, -3.0481, -0.7838)
H (0.3823, 3.2617, -1.7005)
H (0.5867, 0.7550, 0.5880)
H (-1.4682, -0.3559, -0.4336)
H (-0.2789, -3.9153, 0.1937)
H (-1.8601, -3.3675, -0.4275)
H (0.1872, 3.7564, 0.7391)
H (-1.1356, -2.6459, 1.0110)
H (-0.6277, 1.3851, 2.5125)
H (1.8542, 1.8651, 1.0495)
H (-0.8908, 2.5857, -0.0115)
H (-1.7602, -1.1881, -1.9330)

Atoms 1-6, force components in eV/Å:
O -0.08 -0.11 -0.15
N -0.14 -0.08 0.01
C 0.14 -0.14 -0.11
C 0.44 0.13 0.27
C 0.02 0.24 0.09
C 0.15 0.08 -0.17

Its structure (SMILES) is C=C(C)C.NCCO. Its HOMO-LUMO gap is 10.1 eV. For the HOMO energy, the calculation gives -9.3 eV. The total charge is 0. The calculation puts the energy above the lowest of the compared OMol25 structures with the same formula, charge and spin at 175.6 kJ/mol.